1.
Computed, not measured: one molecule with the formula C10H21N3O2, with ωB97M-V/def2-TZVPD.

Structure (ORCA input):
```
! RIJCOSX wB97M-V def2-TZVPD def2/J DEFGRID3
* xyz 0 1
O -0.332 -0.046 2.766
O 3.991 2.153 -0.613
C -0.303 0.407 1.637
N -1.283 -0.078 0.734
N 0.732 1.272 1.311
C -3.580 0.599 0.713
C 0.171 -1.899 -0.150
C -2.618 -0.495 1.137
C -0.757 -0.730 -0.458
C 0.694 2.156 0.175
C 1.950 1.390 2.168
C 3.556 0.150 0.016
C 1.905 1.863 -0.720
C 3.128 2.078 1.456
N 3.140 1.581 0.059
H -3.386 1.502 1.268
H -3.442 0.798 -0.368
H -4.627 0.289 0.897
H 0.711 -2.157 -1.057
H -0.383 -2.761 0.202
H 0.886 -1.641 0.615
H -2.889 -1.471 0.697
H -2.709 -0.605 2.239
H -0.225 -0.037 -1.116
H -1.602 -1.062 -1.115
H 0.807 3.168 0.552
H -0.249 2.105 -0.362
H 1.659 1.978 3.039
H 2.249 0.419 2.563
H 3.628 -0.175 -1.003
H 2.897 -0.513 0.598
H 4.560 0.110 0.497
H 2.081 2.703 -1.390
H 1.634 0.991 -1.355
H 4.070 1.842 1.945
H 2.987 3.171 1.475
*
```

Calculated values
Orbital gap   8.9 eV
DFT total energy   -708.2484 Ha
SMILES   CCN(CC)C(=O)N1CC[N+](C)([O-])CC1
Max |F|   9.23 eV/A

Results of the Löwdin charge analysis, in e, for atoms 1 through 5: 0.064 -0.181 -0.472 -0.086 -0.023



2.
Computed, not measured: an isolated ion of composition C10H21N4O and charge +1, with ωB97M-V/def2-TZVPD.

Structure (ORCA input):
```
! RIJCOSX wB97M-V def2-TZVPD def2/J DEFGRID3
* xyz 1 1
C -1.271 0.814 -0.631
C 2.920 0.625 0.215
C 1.931 1.544 0.900
C 2.585 0.019 -1.173
C -1.798 -2.036 0.156
C -2.714 -0.952 0.755
C 0.511 0.911 1.100
C 1.691 -1.270 -0.995
C -0.297 -1.930 0.417
C -2.538 0.379 0.096
N 0.162 0.418 -0.304
N -1.214 2.273 -0.764
N -3.516 1.256 0.122
N 0.247 -0.973 -0.557
O -1.608 0.210 -1.871
H 3.816 1.147 0.203
H 3.099 -0.139 0.924
H 2.184 1.712 1.906
H 1.732 2.435 0.213
H 2.076 0.783 -1.854
H 3.574 -0.124 -1.720
H -2.004 -3.011 0.615
H -1.910 -2.044 -0.915
H -3.842 -1.372 0.967
H -2.327 -0.715 1.754
H 0.407 0.051 1.753
H -0.363 1.633 1.250
H 1.591 -1.658 -2.050
H 2.311 -1.785 -0.297
H 0.117 -1.762 1.391
H 0.152 -2.819 -0.014
H -0.307 2.524 -0.914
H -1.685 2.472 -1.646
H -4.411 1.108 0.411
H -3.217 2.152 -0.194
H -1.103 -0.480 -2.188
*
```

Calculated values
Orbital gap   8.4 eV
DFT total energy   -687.5415 Ha
SMILES   N[C@]1(O)C(=[NH2+])CCCN2CCCCCN21
Max |F|   4.78 eV/A

Results of the Löwdin charge analysis, in e, for atoms 1 through 5: -0.468 -0.204 -0.153 -0.168 -0.147



3.
Computed, not measured: an isolated ion of composition C10H21N4O and charge +1, with ωB97M-V/def2-TZVPD.

Structure (ORCA input):
```
! RIJCOSX wB97M-V def2-TZVPD def2/J DEFGRID3
* xyz 1 3
C -2.934 -0.165 -0.529
C -0.486 -1.682 -1.853
C -1.064 0.549 -1.386
C -0.703 -0.335 0.089
C -0.419 1.900 -1.769
C 0.349 2.481 2.447
C 2.842 -2.306 -0.302
C 0.039 0.353 1.231
C -0.627 1.695 1.643
C 0.421 -2.591 0.159
N -2.458 0.553 -1.479
N -2.068 -0.664 0.387
N 0.059 -1.353 -0.550
N -0.607 -0.356 -2.451
O 1.599 -3.091 -0.528
H -3.952 -0.290 -0.395
H 0.129 -2.351 -2.523
H -1.508 -2.038 -1.784
H -1.050 2.684 -1.444
H -0.516 2.215 -2.832
H 0.611 2.034 -1.442
H 1.027 3.073 1.828
H 0.892 1.729 3.152
H -0.170 3.358 2.957
H 3.644 -2.801 -0.707
H 3.191 -2.284 0.870
H 2.745 -1.319 -0.768
H -0.034 -0.221 2.260
H 1.225 0.353 1.052
H -0.797 2.177 0.715
H -1.520 1.579 2.245
H -0.209 -3.473 0.067
H 0.669 -2.358 1.152
H -2.163 -1.106 1.363
H 0.380 0.002 -2.644
H -1.191 -0.459 -3.373
*
```

Calculated values
Orbital gap (alpha / beta)   5.5 / 7.3 eV
DFT total energy   -687.3824 Ha
Max |F|   8.27 eV/A

Results of the Löwdin charge analysis, in e, for atoms 1 through 5: -0.269 -0.106 -0.379 -0.347 0.001



4.
Computed, not measured: one molecule with the formula C10H21NSi, with ωB97M-V/def2-TZVPD.

Structure (ORCA input):
```
! RIJCOSX wB97M-V def2-TZVPD def2/J DEFGRID3
* xyz 0 1
C 0.035 2.471 -0.093
C -1.499 -1.028 -1.466
C -2.115 -1.387 0.953
C -2.822 0.724 -0.394
C 2.697 0.652 0.370
C 1.809 -1.643 -0.017
C 1.685 0.448 -1.766
C 0.182 0.789 2.406
C -1.676 -0.398 -0.096
C 1.623 -0.027 -0.340
N 0.257 3.589 -0.160
Si -0.071 0.657 0.442
H -1.172 -0.380 -2.349
H -0.723 -1.943 -1.430
H -2.571 -1.417 -1.834
H -2.984 -2.038 0.534
H -2.540 -0.846 1.801
H -1.176 -1.813 1.279
H -2.746 1.278 0.561
H -2.658 1.489 -1.244
H -3.762 0.326 -0.528
H 3.211 1.405 -0.278
H 2.400 1.090 1.369
H 3.552 -0.078 0.635
H 1.085 -1.740 0.772
H 2.842 -1.818 -0.040
H 1.470 -2.232 -0.839
H 0.935 -0.144 -2.388
H 1.240 1.483 -1.885
H 2.668 0.264 -2.214
H 1.032 0.204 2.733
H 0.338 1.852 2.614
H -0.547 0.212 2.892
*
```

Calculated values
Orbital gap   10.2 eV
DFT total energy   -737.7883 Ha
SMILES   CC(C)(C)[Si](C)(C#N)C(C)(C)C
Max |F|   4.55 eV/A

Results of the Löwdin charge analysis, in e, for atoms 1 through 5: -0.276 -0.152 -0.103 -0.097 -0.160



5.
Computed, not measured: C10H21NaO10 as an isolated structure, with ωB97M-V/def2-TZVPD.

Structure (ORCA input):
```
! RIJCOSX wB97M-V def2-TZVPD def2/J DEFGRID3
* xyz 0 1
Na 22.533 -28.528 10.065
C 18.905 -28.735 10.621
O 20.199 -28.316 10.547
H 18.760 -29.719 11.135
H 18.263 -28.069 11.248
H 18.421 -28.813 9.629
C 21.191 -28.986 6.886
O 21.084 -27.606 6.495
C 21.930 -26.768 7.074
O 22.525 -26.957 8.111
O 21.971 -25.655 6.365
C 22.785 -24.622 6.914
H 20.525 -29.502 6.204
H 20.891 -29.113 7.924
H 22.208 -29.338 6.705
H 22.333 -24.206 7.812
H 22.899 -23.849 6.161
H 23.781 -25.010 7.128
C 25.707 -25.734 9.571
O 24.805 -24.876 10.249
C 23.737 -25.449 10.768
O 23.600 -26.630 10.975
O 22.790 -24.552 10.953
C 21.546 -25.068 11.448
H 25.438 -25.771 8.516
H 25.777 -26.722 10.016
H 26.705 -25.300 9.629
H 21.142 -25.863 10.814
H 20.890 -24.208 11.504
H 21.652 -25.533 12.430
C 24.789 -31.210 13.297
O 23.660 -30.660 13.917
C 22.547 -30.494 13.202
O 22.446 -30.598 12.007
O 21.565 -30.165 14.016
C 20.320 -29.878 13.347
H 25.676 -30.746 13.724
H 24.786 -31.063 12.216
H 24.870 -32.283 13.491
H 19.913 -30.785 12.905
H 20.446 -29.143 12.544
H 19.647 -29.484 14.101
*
```

Calculated values
Orbital gap   6.5 eV
DFT total energy   -1308.3530 Ha
Max |F|   1.27 eV/A

Results of the Löwdin charge analysis, in e, for atoms 1 through 5: 0.508 -0.393 -0.418 0.044 0.056



6.
Computed, not measured: C10H22AsI2N2PdS5 as an isolated structure, with ωB97M-V/def2-TZVPD.

Structure (ORCA input):
```
! RIJCOSX wB97M-V def2-TZVPD def2/J DEFGRID3
* xyz -1 1
Pd -1.452 2.568 -0.016
I 0.734 3.238 1.455
C -0.995 3.769 2.796
I -2.757 2.652 2.707
H -1.170 4.761 2.392
H -0.571 3.737 3.790
S -2.897 4.966 -3.705
As -3.312 4.471 -1.694
S -1.550 4.839 -0.425
S -3.334 2.289 -1.385
S -5.033 5.414 -0.914
C 2.519 -2.759 3.212
C 1.221 -3.046 2.453
C 0.132 -1.993 2.685
C 0.541 -0.571 2.306
N 0.964 -0.469 0.908
C 0.154 -0.043 -0.094
S -1.542 0.029 0.088
N 0.773 0.241 -1.247
C 0.112 0.627 -2.504
C -0.556 -0.525 -3.253
C 0.378 -1.628 -3.775
C 0.917 -2.588 -2.708
H 3.228 -3.583 3.110
H 2.316 -2.612 4.277
H 3.011 -1.857 2.839
H 0.833 -4.017 2.770
H 1.430 -3.119 1.382
H -0.150 -1.993 3.744
H -0.754 -2.249 2.101
H 1.361 -0.210 2.928
H -0.306 0.095 2.458
H 1.952 -0.323 0.768
H 1.771 0.373 -1.204
H 0.878 1.083 -3.131
H -0.634 1.385 -2.287
H -1.083 -0.076 -4.098
H -1.311 -0.970 -2.603
H 1.215 -1.171 -4.315
H -0.183 -2.219 -4.504
H 1.649 -2.111 -2.058
H 1.399 -3.452 -3.173
H 0.103 -2.956 -2.076
*
```

Calculated values
Orbital gap   4.6 eV
DFT total energy   -5453.8620 Ha
Max |F|   1.95 eV/A

Results of the Löwdin charge analysis, in e, for atoms 1 through 5: -0.224 0.766 -1.062 0.811 -0.078



Question: The highest max |F| belongs to which entry?
Answer: C10H21N3O2



Question: The lowest DFT total energy belongs to which entry?
Answer: C10H22AsI2N2PdS5



Question: Look up the max |F| of the second one.
Answer: 4.78 eV/A